(1)
Below is 5 unconnected molecules or ions with the total composition C10H20Cl10 at a distorted geometry, with properties calculated with ωB97M-V with the def2-TZVPD basis set.

- Electronic energy: -135919.4626 eV
- HOMO level: -10.33 eV
- Relative energy (zero: lowest compared OMol25 entry of this formula, charge and spin): 10.08 kcal/mol
- Spin multiplicity: 1
- Structure (SMILES): ClCCCl.ClCCCl.ClCCCl.ClCCCl.ClCCCl

CARTESIAN COORDINATES (ANGSTROEM)
Cl1 -3.263 1.371 1.597
C1 -3.913 0.808 0.002
C2 -3.075 1.353 -1.137
Cl2 -2.855 3.138 -1.113
H1 -4.952 1.200 0.002
H2 -3.883 -0.302 -0.014
H3 -3.663 1.217 -2.059
H4 -2.084 0.998 -1.201
Cl3 3.225 3.310 0.554
C3 2.328 1.842 0.149
C4 0.956 2.146 -0.467
Cl4 1.157 2.718 -2.128
H5 2.112 1.311 1.075
H6 2.998 1.240 -0.447
H7 0.424 2.913 0.094
H8 0.340 1.279 -0.589
Cl5 4.231 0.272 2.413
C5 3.817 1.633 3.537
C6 5.018 2.501 3.822
Cl6 6.031 1.745 5.097
H9 3.367 1.137 4.403
H10 3.025 2.206 3.081
H11 4.702 3.469 4.135
H12 5.621 2.550 2.908
Cl7 0.131 -0.614 1.753
C7 0.364 -2.289 1.031
C8 1.643 -2.341 0.333
Cl8 1.754 -1.372 -1.164
H13 -0.467 -2.340 0.272
H14 0.266 -3.022 1.823
H15 1.768 -3.385 0.050
H16 2.451 -2.027 1.017
Cl9 -3.310 -3.466 -1.535
C9 -3.300 -3.650 -3.293
C10 -4.225 -2.700 -4.060
Cl10 -3.417 -1.078 -4.052
H17 -3.649 -4.642 -3.546
H18 -2.283 -3.574 -3.571
H19 -5.215 -2.533 -3.647
H20 -4.176 -3.021 -5.125

Force components x, y, z for each atom (eV/Å):
0.0 -0.4 -0.2
0.0 0.3 0.6
-1.8 1.1 -0.6
-0.1 0.1 0.2
0.7 -0.4 -0.3
-0.1 0.7 0.0
0.6 -0.4 0.2
0.9 -0.9 0.0
0.1 0.5 0.0
-1.2 -0.3 0.4
1.0 0.4 -0.2
0.0 0.4 -0.6
0.3 0.0 0.0
-0.2 -0.1 -0.3
0.1 -0.1 0.0
-0.1 -0.6 0.5
0.0 0.3 0.3
-0.4 -0.8 0.1
0.2 -1.3 -0.5
0.0 0.3 -0.1
0.4 0.3 0.0
-0.1 0.2 -0.4
-0.1 0.7 0.4
-0.1 0.3 0.3
-0.1 -0.7 0.0
-2.4 1.8 -0.8
1.7 -0.6 0.1
-0.2 -0.1 0.3
0.7 -0.4 1.0
0.0 0.0 0.0
0.4 0.0 -0.2
-0.2 -0.2 -0.5
-0.2 0.1 0.3
-1.7 -0.3 -0.2
1.9 0.4 -0.3
-0.3 0.1 -0.1
0.0 -0.4 0.3
0.9 0.3 -0.6
0.0 -0.5 -0.1
-0.6 0.2 0.8


(2)
Below is 3 unconnected molecules or ions with the total composition C6H18O2 at a distorted geometry, with properties calculated with ωB97M-V with the def2-TZVPD basis set.

- Electronic energy: -10608.5057 eV
- HOMO level: -10.66 eV
- Relative energy (zero: lowest compared OMol25 entry of this formula, charge and spin): 10.20 kcal/mol
- Spin multiplicity: 1
- Structure (SMILES): CCCCCC.O.O

CARTESIAN COORDINATES (ANGSTROEM)
C1 1.543 -2.738 0.381
C2 0.969 -1.336 0.083
C3 -0.020 -1.337 -1.093
C4 -1.395 -1.906 -0.825
C5 -2.334 -0.978 -0.015
C6 -2.924 0.076 -0.924
H1 2.092 -2.646 1.325
H2 0.682 -3.375 0.561
H3 2.209 -3.099 -0.392
H4 0.324 -0.994 0.903
H5 1.724 -0.573 -0.102
H6 -0.285 -0.313 -1.439
H7 0.462 -1.785 -1.952
H8 -1.283 -2.929 -0.435
H9 -1.918 -2.152 -1.761
H10 -3.049 -1.706 0.425
H11 -1.786 -0.447 0.804
H12 -3.710 0.699 -0.495
H13 -3.334 -0.357 -1.856
H14 -2.187 0.830 -1.173
H15 1.727 1.873 2.218
H16 2.216 3.346 2.618
O1 1.817 2.785 1.950
H17 2.306 6.742 -0.010
H18 3.395 5.857 0.406
O2 2.760 6.462 0.799

Force components x, y, z for each atom (eV/Å):
-0.4 1.5 0.9
-1.2 0.0 -0.5
-0.2 1.3 -0.8
0.0 -1.1 -0.1
0.6 -1.0 0.5
-0.7 0.3 -0.4
0.1 -0.4 -0.2
0.2 -0.5 -0.2
-0.1 -0.2 -0.2
0.6 -0.1 0.4
0.2 -0.1 0.1
0.8 -0.2 0.3
0.0 -0.4 -0.3
-0.2 0.3 0.7
0.2 0.5 -0.1
-0.1 1.0 0.0
-0.4 -0.7 -0.4
-0.2 -0.4 0.4
0.2 0.2 0.4
0.4 -0.1 -0.4
0.2 0.0 0.6
0.0 -0.5 0.3
-0.2 0.5 -0.9
-0.2 0.2 0.4
0.3 -0.3 0.4
-0.1 0.0 -0.7


(3)
Below is a molecular structure, C19H29B2F4N8NiO7, with properties calculated with ωB97M-V with the def2-TZVPD basis set.

- Electronic energy: -99693.3334 eV
- HOMO level (alpha / beta): -12.64 / -12.67 eV
- Charge: +1
- Spin multiplicity: 3

CARTESIAN COORDINATES (ANGSTROEM)
Ni1 0.348 0.313 -0.207
C1 3.640 -0.171 2.187
C2 2.203 0.104 1.826
N1 2.069 0.614 0.462
O1 2.776 1.655 0.219
B1 2.602 2.317 -1.240
F1 3.412 3.387 -1.207
F2 2.917 1.319 -2.129
O2 1.205 2.765 -1.373
N2 0.298 1.773 -1.409
C3 -0.784 1.913 -2.077
C4 -1.091 3.086 -2.930
C5 -1.759 0.821 -1.835
N3 -1.395 0.028 -0.896
O3 -2.154 -1.008 -0.587
B2 -1.990 -1.501 0.843
F3 -2.843 -2.528 1.008
F4 -2.149 -0.419 1.699
O4 -0.580 -2.044 1.039
N4 0.337 -1.086 1.073
C6 1.278 -1.097 1.931
C7 1.429 -2.108 3.008
C8 -3.056 0.664 -2.538
H1 4.213 0.750 2.101
H2 4.051 -0.918 1.508
H3 3.700 -0.537 3.209
H4 -0.224 3.731 -3.023
H5 -1.908 3.646 -2.467
H6 -1.424 2.763 -3.916
H7 0.589 -2.796 2.995
H8 1.479 -1.608 3.977
H9 2.358 -2.664 2.875
H10 -3.212 1.444 -3.277
H11 -3.864 0.691 -1.805
H12 -3.101 -0.314 -3.020
C9 -0.753 0.454 4.937
C10 0.265 1.580 5.078
C11 0.283 2.532 3.863
C12 1.361 3.631 4.038
C13 1.499 4.555 2.835
C14 -1.068 3.212 3.787
O5 -1.523 3.848 4.699
N5 -1.751 3.081 2.594
C15 -1.313 2.447 1.458
O6 -1.918 2.533 0.422
N6 -0.116 1.682 1.541
C16 0.584 1.748 2.618
O7 1.735 1.092 2.770
H13 -0.707 -0.214 5.796
H14 -0.588 -0.148 4.038
H15 -1.771 0.842 4.882
H16 1.272 1.186 5.217
H17 0.031 2.196 5.947
H18 2.308 3.137 4.256
H19 1.072 4.195 4.926
H20 1.796 4.015 1.932
H21 2.265 5.305 3.025
H22 0.569 5.087 2.626
H23 -2.628 3.578 2.511
C17 3.874 -1.189 -3.636
N7 2.435 -1.465 -3.666
C18 1.800 -1.682 -4.966
C19 1.706 -1.214 -2.619
N8 1.082 -1.029 -1.661
H24 4.095 -0.293 -4.217
H25 4.405 -2.043 -4.053
H26 4.190 -1.026 -2.611
H27 1.831 -0.771 -5.566
H28 0.768 -1.993 -4.821
H29 2.334 -2.474 -5.488

Force components x, y, z for each atom (eV/Å):
0.0 -0.1 -0.1
0.1 0.0 0.0
0.0 0.0 -0.2
-0.1 0.0 0.1
0.0 0.0 0.0
0.0 0.0 0.0
0.0 0.0 0.0
0.0 0.0 0.0
0.0 0.0 0.0
0.0 0.0 0.0
0.0 0.0 0.0
0.0 0.0 0.0
0.0 0.0 0.0
0.0 0.0 -0.1
0.0 0.0 0.0
0.0 0.0 0.0
0.0 0.0 0.0
0.0 0.0 0.0
0.0 0.0 0.0
0.0 0.0 -0.1
0.0 0.0 0.0
0.0 0.0 0.0
0.0 0.0 0.0
0.0 0.0 0.0
0.0 0.0 0.0
0.0 0.0 0.0
0.0 0.0 0.0
0.0 0.0 0.0
0.0 0.0 0.0
0.0 0.0 0.0
0.0 0.0 0.0
0.0 0.0 0.0
0.0 0.0 0.0
0.0 0.0 0.0
0.0 0.0 0.0
0.0 0.0 0.0
0.0 0.0 0.0
0.0 0.1 0.0
0.0 0.0 0.0
0.0 0.0 0.0
-0.1 0.0 0.0
0.0 0.0 0.0
0.0 0.0 0.0
0.0 -0.1 0.0
0.0 0.0 0.0
0.0 0.1 0.1
0.0 -0.2 0.0
-0.1 0.1 0.0
0.0 0.0 0.0
0.0 0.0 0.0
0.0 0.0 0.0
0.0 0.0 0.0
0.0 0.0 0.0
0.0 0.0 0.0
0.0 0.0 0.0
0.0 0.0 0.0
0.0 0.0 0.0
0.0 0.0 0.0
0.0 0.0 0.0
0.0 0.0 0.0
0.0 0.0 0.0
0.0 0.0 0.0
0.1 0.1 0.0
0.0 0.0 0.0
0.0 0.0 0.0
0.0 0.0 0.0
0.0 0.0 0.0
0.0 0.0 0.0
0.0 0.0 0.0
0.0 0.0 0.0